The following is a quantum chemistry calculation of a molecular structure, C30H32N2OPdS3, from the OMol25 dataset.

Structure (XYZ):
```
69
Properties=species:S:1:pos:R:3:forces:R:3:nbo_charge:R:1
Pd 0.960 -0.457 1.040 1.11 0.14 0.04 0.9164
C -1.721 0.914 1.416 0.77 -0.72 0.40 -0.4108
N -0.618 0.366 2.321 -2.08 -0.17 0.11 -0.5124
C -1.159 -0.871 3.070 0.34 0.62 -0.52 -0.2306
C -0.145 -2.011 3.215 0.22 -0.15 -1.13 -0.2423
N 0.453 -2.394 1.848 -1.47 -0.25 0.90 -0.4730
C -0.563 -3.067 0.924 0.53 0.66 0.73 -0.4242
C 1.658 -3.179 1.941 1.04 -0.44 -0.95 0.1852
C 1.787 -4.199 2.890 0.57 0.62 -0.99 -0.2593
C 2.952 -4.956 2.901 0.37 -0.07 0.03 -0.2443
C 3.985 -4.713 1.985 -0.55 0.35 -0.03 -0.2039
C 3.845 -3.720 1.010 -0.49 -0.33 0.47 -0.2167
C 2.676 -2.942 0.930 -0.47 -1.17 2.07 -0.2155
S 2.517 -1.731 -0.263 0.08 0.57 -0.95 -0.2972
C -0.149 1.397 3.231 0.81 0.14 0.44 0.1639
C -1.042 2.307 3.807 0.89 0.24 0.39 -0.2728
C -0.548 3.333 4.632 0.38 -0.26 0.03 -0.2372
C 0.828 3.409 4.929 -0.52 -1.09 -0.78 -0.2048
C 1.707 2.472 4.365 -0.68 0.20 0.33 -0.2271
C 1.258 1.450 3.504 -1.59 1.16 0.26 -0.2270
S 2.398 0.424 2.756 0.63 -0.83 -0.36 -0.2167
H -2.637 1.118 1.966 -0.09 0.03 0.11 0.1792
H -1.928 0.173 0.635 0.08 0.17 0.18 0.2240
H -1.364 1.829 0.939 0.02 -0.15 0.13 0.2161
H -2.030 -1.222 2.513 0.01 0.07 0.02 0.1979
H -1.490 -0.564 4.069 0.01 -0.05 -0.16 0.2177
H -0.649 -2.882 3.660 0.02 0.20 -0.05 0.1951
H 0.665 -1.690 3.877 0.09 -0.18 -0.34 0.2473
H -0.966 -3.993 1.353 0.15 0.15 0.19 0.1915
H -0.075 -3.312 -0.024 0.08 0.23 0.24 0.2335
H -1.377 -2.356 0.744 0.15 -0.19 -0.07 0.2022
H 0.998 -4.395 3.596 -0.11 -0.02 0.16 0.2060
H 3.059 -5.723 3.660 0.09 -0.02 -0.09 0.2078
H 4.903 -5.287 2.041 -0.10 0.01 -0.02 0.2114
H 4.633 -3.519 0.294 0.01 -0.06 0.06 0.2189
H -2.113 2.211 3.640 0.24 0.14 -0.02 0.2093
H -1.222 4.066 5.064 -0.01 -0.17 -0.05 0.2072
H 1.195 4.154 5.616 0.08 0.19 -0.01 0.2122
H 2.766 2.495 4.590 -0.02 0.12 0.01 0.2194
O -0.041 0.103 -0.812 1.00 1.61 -3.80 -1.0083
S 0.667 0.679 -2.164 -1.89 -1.03 3.23 1.2103
C -0.285 -0.084 -3.514 -0.31 -0.67 -0.13 -0.6160
C -1.636 -0.580 -3.036 -0.44 -0.18 0.15 -0.0442
C -1.709 -1.807 -2.339 -0.14 0.76 -0.10 -0.1869
C -2.924 -2.256 -1.825 0.17 0.38 -0.35 -0.2051
C -4.080 -1.495 -2.010 0.23 0.16 -0.09 -0.2101
C -4.024 -0.275 -2.694 0.38 -0.19 0.12 -0.2298
C -2.813 0.187 -3.216 0.68 -0.82 0.29 -0.1648
C -0.034 2.348 -2.227 0.24 0.37 -0.70 -0.6026
C 0.430 3.046 -3.505 -0.20 0.15 -0.32 -0.0772
C 1.810 3.219 -3.718 -0.63 0.05 -0.20 -0.1588
C 2.268 3.856 -4.867 -0.20 -0.01 -0.28 -0.2165
C 1.358 4.304 -5.837 -0.06 -0.29 0.34 -0.2048
C -0.017 4.111 -5.654 0.37 -0.34 0.43 -0.2054
C -0.488 3.478 -4.498 0.71 -0.05 0.67 -0.2107
H 0.373 -0.900 -3.856 -0.42 0.23 0.09 0.2547
H -0.389 0.643 -4.322 0.17 0.05 0.07 0.2541
H -0.789 -2.356 -2.144 -0.18 0.05 -0.13 0.2286
H -2.952 -3.192 -1.276 -0.09 0.07 -0.06 0.2168
H -5.024 -1.855 -1.612 0.07 0.11 -0.04 0.2173
H -4.916 0.332 -2.793 -0.01 -0.09 -0.09 0.2169
H -2.761 1.124 -3.769 -0.06 -0.12 0.12 0.1993
H 0.351 2.834 -1.327 -0.02 -0.04 -0.09 0.2582
H -1.122 2.277 -2.155 0.09 -0.13 0.01 0.2467
H 2.515 2.824 -2.990 -0.04 0.18 -0.03 0.2148
H 3.343 3.971 -5.020 -0.37 0.03 0.01 0.2229
H 1.719 4.769 -6.751 -0.04 -0.02 0.19 0.2208
H -0.717 4.417 -6.419 0.00 0.09 0.01 0.2201
H -1.563 3.346 -4.331 0.39 0.02 -0.11 0.2132
```
Forces are in eV/Å.

Calculated values
- orbital gap (spin up / spin down) (eV) = 6.53 / 6.45
- spin multiplicity = 3
- expectation value of S² = 2.01
- E_HOMO (spin up / spin down) (eV) = -6.105 / -6.510

***

The following is a quantum chemistry calculation of 2 unconnected molecules or ions with the total composition C4H9NO3, from the OMol25 dataset.

Structure (XYZ):
```
17
Properties=species:S:1:pos:R:3:forces:R:3:nbo_charge:R:1
O -0.795 -1.592 2.757 0.35 -0.20 0.26 -0.5870
C -0.238 -1.110 1.802 -0.90 0.65 -0.61 0.5301
N -0.962 -0.611 0.736 0.51 -0.38 -0.02 -0.6354
C -0.493 -0.378 -0.618 1.22 -0.13 -0.81 -0.2231
C 1.036 -0.472 -0.873 -0.65 0.51 0.46 -0.5308
C 1.459 0.495 -1.979 1.31 -0.87 0.04 0.4362
O 2.621 0.547 -2.304 -0.42 0.26 -0.01 -0.5074
H 0.838 -0.926 1.721 0.11 -0.23 0.16 0.1159
H -1.917 -0.917 0.760 -0.37 -0.05 0.25 0.3964
H -0.781 0.614 -0.962 -0.31 0.06 0.23 0.2112
H -0.925 -1.101 -1.314 -0.38 0.02 0.17 0.1927
H 1.383 -1.470 -1.135 -0.21 -0.09 -0.26 0.2419
H 1.626 -0.258 0.021 -0.02 0.48 -0.17 0.2359
H 0.723 1.100 -2.534 -0.32 -0.01 0.29 0.1228
H -2.189 3.206 0.767 -0.29 0.45 0.35 0.4746
H -1.943 1.711 0.958 -0.11 -0.67 0.70 0.4762
O -1.793 2.439 0.373 0.47 0.19 -1.03 -0.9500
```
Forces are in eV/Å.

Calculated values
- orbital gap (eV) = 10.70
- relative energy (zero: lowest compared OMol25 entry of this formula, charge and spin) (kcal per mole) = 38.5
- spin multiplicity = 1
- E_HOMO (eV) = -10.136
- SMILES string = O=CCCNC=O.O

***

The following is a quantum chemistry calculation of a molecular structure, C22H16N5O5SV, from the OMol25 dataset.

Structure (XYZ):
```
50
Properties=species:S:1:pos:R:3:forces:R:3:nbo_charge:R:1
V 0.289 -0.910 0.038 1.29 -0.21 -0.74 1.3115
C 4.048 -0.068 2.032 0.04 0.01 0.06 -0.6927
C 2.687 -0.510 1.654 -0.01 -0.10 0.20 0.3718
N 2.034 -0.084 0.637 0.37 0.58 -0.08 -0.2356
N 2.564 0.912 -0.165 -0.07 -0.30 0.24 -0.3389
C 1.686 1.161 -1.074 0.01 -0.20 0.16 0.5825
O 0.542 0.450 -1.034 0.40 1.20 -0.82 -0.5530
C 1.871 2.164 -2.111 -0.22 -0.05 -0.06 -0.0902
C 3.138 2.684 -2.371 0.02 0.04 0.02 -0.1682
C 3.284 3.658 -3.342 0.00 -0.01 0.00 -0.2062
C 2.173 4.114 -4.045 0.05 0.00 0.01 -0.1634
C 0.915 3.587 -3.792 -0.01 -0.02 0.01 -0.1971
C 0.762 2.604 -2.828 -0.10 0.05 -0.09 -0.1763
C 1.912 -1.490 2.432 0.10 0.19 -0.24 0.1492
C 2.351 -2.074 3.593 0.12 -0.14 0.21 -0.1937
C 1.501 -2.950 4.261 0.07 0.03 0.03 -0.1146
C 0.250 -3.195 3.737 -0.02 -0.05 0.03 -0.2177
C -0.124 -2.567 2.557 -0.01 -0.02 -0.13 0.1028
N 0.694 -1.736 1.914 -0.10 0.02 0.57 -0.4131
H 4.362 0.762 1.410 0.02 0.02 -0.02 0.2768
H 4.747 -0.899 1.903 -0.01 0.00 0.01 0.2612
H 4.073 0.228 3.082 0.00 0.00 -0.02 0.2510
H 3.990 2.315 -1.817 0.00 0.03 -0.01 0.2330
H 4.264 4.061 -3.556 -0.01 0.01 0.01 0.2291
H 2.292 4.884 -4.797 0.01 -0.03 0.01 0.2279
H 0.056 3.939 -4.347 0.01 -0.01 0.01 0.2266
H -0.213 2.182 -2.623 0.02 0.01 -0.01 0.2296
H 3.340 -1.850 3.967 -0.03 -0.02 0.04 0.2449
H 1.816 -3.425 5.181 0.01 0.00 -0.01 0.2456
H -0.446 -3.862 4.225 0.00 0.00 -0.01 0.2508
H -1.092 -2.751 2.112 0.00 0.05 -0.01 0.2502
O -1.652 1.716 1.147 0.19 0.20 0.19 -0.5101
C -2.137 0.705 0.740 0.00 -0.43 0.03 0.6745
N -1.466 -0.553 0.710 -1.46 -0.03 0.19 -0.9172
S -2.221 -1.568 -0.350 -0.51 -0.14 0.26 2.2566
O -2.329 -2.893 0.187 -0.24 0.11 -0.09 -0.8908
O -1.383 -1.432 -1.547 0.12 -0.14 0.44 -0.8706
C -3.724 -0.690 -0.422 -0.03 0.06 -0.03 -0.2588
C -4.945 -1.085 -0.928 0.02 0.01 -0.06 -0.1850
C -5.987 -0.172 -0.816 -0.02 0.02 -0.01 -0.1712
C -5.792 1.072 -0.220 0.00 -0.02 0.00 -0.1670
C -4.554 1.439 0.297 -0.12 0.11 -0.02 -0.1462
C -3.518 0.537 0.193 0.05 -0.20 -0.01 -0.1482
H -5.087 -2.054 -1.386 0.01 0.02 0.01 0.2497
H -6.964 -0.438 -1.196 0.00 0.03 0.01 0.2390
H -6.624 1.760 -0.145 0.00 -0.02 -0.01 0.2375
H -4.398 2.394 0.781 0.00 -0.01 -0.01 0.2498
O 0.848 -4.352 -1.903 0.04 -0.11 -0.11 -0.4565
C 0.990 -3.366 -1.314 -0.04 0.34 0.20 0.8942
N 1.180 -2.356 -0.663 0.04 -0.90 -0.33 -0.7637
```
Forces are in eV/Å.

Calculated values
- orbital gap (spin up / spin down) (eV) = 6.95 / 7.10
- relative energy (zero: lowest compared OMol25 entry of this formula, charge and spin) (kcal per mole) = 0.0
- spin multiplicity = 2
- expectation value of S² = 0.76
- E_HOMO (spin up / spin down) (eV) = -11.802 / -11.810
- charge = +1

***

| no. | E_tot (hartree) |
| --- | --- |
| 1 | -2669.51297 |
| 2 | -438.26766 |
| 3 | -2839.98450 |